# C3H7N2S

A gas-phase ion, C3H7N2S (charge +1) at a distorted geometry (ωB97M-V/def2-TZVPD, the OMol25 dataset).

Each line ends with the natural charge from an NBO analysis.
CARTESIAN COORDINATES (ANGSTROEM)
1 C -0.94114 -0.17573 -1.54590  -0.657
2 C 0.01557 -0.20349 -0.38734  0.600
3 N 1.21057 -0.80823 -0.38729  -0.738
4 N -0.44940 0.41989 0.68831  -0.563
5 C 0.31623 0.66589 1.87370  -0.179
6 S -0.32315 1.19120 3.24255  0.221
7 H -0.85014 -1.21602 -1.82348  0.265
8 H -1.81503 0.21585 -1.09501  0.246
9 H -0.52747 0.46433 -2.37978  0.280
10 H 1.70789 -0.93150 -1.26814  0.445
11 H 1.69227 -1.05717 0.47597  0.436
12 H -1.34967 0.86943 0.80733  0.453
13 H 1.31345 0.56555 1.79907  0.190

The total energy is -17032.60117 eV. As for the SMILES: C/C(N)=[NH+]/C=S. Its total charge is +1. The energy above the lowest of the compared OMol25 structures with the same formula, charge and spin comes out at 0.969 eV. The HOMO energy comes out at -13.5 eV. Its multiplicity is 1.

# C30H45AsN4O3Tc

A molecular structure, C30H45AsN4O3Tc (ωB97M-V/def2-TZVPD, the OMol25 dataset).

Each line ends with the Löwdin spin population.
CARTESIAN COORDINATES (ANGSTROEM)
1 Tc 1.07142 -0.27098 -0.19814  2.681
2 C -2.52777 -4.14269 -1.00872  0.001
3 N -1.43856 -3.60361 -0.18575  0.011
4 C -0.75439 -4.57067 0.68389  0.001
5 C -1.00309 -2.36887 -0.27288  0.013
6 O -0.04834 -1.94309 0.43052  0.039
7 C -1.71226 -1.40344 -1.20851  0.003
8 O -0.98001 -0.18623 -1.33566  0.023
9 C -1.74173 0.99085 -0.93707  0.002
10 C -1.77969 0.93744 0.59321  0.008
11 O -0.69912 0.70959 1.16674  0.069
12 N -2.93183 1.04101 1.24876  0.006
13 C -2.93565 0.96004 2.71042  0.001
14 C -4.23495 1.33005 0.63961  0.001
15 H -3.18960 -4.72684 -0.37565  0.000
16 H -3.11509 -3.35571 -1.46999  0.000
17 H -2.12471 -4.79231 -1.78444  0.001
18 H -1.50125 -5.22129 1.13133  0.000
19 H -0.06156 -5.17642 0.09901  0.000
20 H -0.21165 -4.05283 1.46447  0.000
21 H -1.83175 -1.83126 -2.19984  0.000
22 H -2.70544 -1.20573 -0.79937  0.000
23 H -0.87387 1.94222 -2.57306  0.000
24 H -2.72183 0.91709 -1.40124  0.000
25 H -1.98888 0.56654 3.06142  0.000
26 H -3.09654 1.95079 3.13952  0.000
27 H -3.74850 0.30568 3.02484  0.000
28 H -4.14277 1.77193 -0.34432  0.000
29 H -4.84878 0.42926 0.58838  0.000
30 H -4.75039 2.05384 1.26831  0.000
31 C 3.61803 -2.30986 1.52588  0.011
32 As 2.62116 -0.65707 1.67919  0.005
33 C 1.59551 -0.96246 3.28690  0.004
34 C 3.92507 0.69403 2.26190  -0.008
35 C 4.97799 0.11932 3.16317  -0.001
36 C 4.76854 0.04004 4.53758  -0.001
37 C 5.72634 -0.53016 5.36567  0.000
38 C 6.90611 -1.02377 4.82687  -0.001
39 C 7.12856 -0.93715 3.45840  0.000
40 C 6.16886 -0.36968 2.63408  -0.001
41 H 4.21834 -2.45194 2.42045  0.001
42 H 4.26894 -2.29927 0.65401  0.001
43 H 2.90234 -3.12412 1.42304  0.001
44 H 2.25681 -1.33092 4.06773  0.000
45 H 0.82077 -1.69678 3.07470  0.000
46 H 1.12518 -0.03298 3.60161  0.000
47 H 3.32831 1.44927 2.77260  0.000
48 H 4.35579 1.15616 1.37587  0.000
49 H 3.85836 0.44628 4.96674  0.000
50 H 5.55649 -0.57603 6.43438  0.000
51 H 7.65688 -1.46104 5.47214  0.000
52 H 8.05563 -1.30386 3.03532  0.000
53 H 6.35575 -0.29336 1.56699  0.000
54 C -1.50664 4.08900 0.07308  0.000
55 C -1.58554 3.58894 -1.37899  0.000
56 C -0.67940 4.49749 -2.23252  0.000
57 C -0.98631 2.17566 -1.51160  0.006
58 C -3.00998 3.64862 -1.94110  0.000
59 C -3.97321 4.48136 -1.37313  0.000
60 C -5.25654 4.55985 -1.90112  0.000
61 C -5.60536 3.80819 -3.01244  0.000
62 C -4.65365 2.98723 -3.60188  0.000
63 C -3.37053 2.91582 -3.07489  0.000
64 H -0.53560 3.83781 0.50812  0.000
65 H -2.28820 3.67395 0.71141  0.000
66 H -1.60434 5.17432 0.10700  0.000
67 H 0.33919 4.52015 -1.82979  0.000
68 H -1.06863 5.51612 -2.23213  0.000
69 H -0.64472 4.15712 -3.27237  0.000
70 H 0.01434 2.19917 -1.06846  0.005
71 H -3.73598 5.08094 -0.50291  0.000
72 H -5.98444 5.21491 -1.43934  0.000
73 H -6.60465 3.87137 -3.42405  0.000
74 H -4.90635 2.40633 -4.47975  0.000
75 H -2.64769 2.27840 -3.57530  0.000
76 N 3.37798 1.70706 -3.15302  0.015
77 C 4.41589 1.09022 -2.49084  0.002
78 C 3.85001 0.46866 -1.43137  0.020
79 N 2.47634 0.70302 -1.43818  0.043
80 C 2.23830 1.45454 -2.50329  0.033
81 H 3.46094 2.26867 -3.98567  0.000
82 H 5.43932 1.14495 -2.82357  0.000
83 H 4.32880 -0.12967 -0.67782  0.002
84 H 1.27767 1.82936 -2.81512  0.001

The total energy is -106967.87611 eV. Its total charge is +2. The energy above the lowest of the compared OMol25 structures with the same formula, charge and spin comes out at 0.000 eV. The HOMO energy (alpha / beta) comes out at -13.1 / -12.9 eV. Its multiplicity is 4.

Q: Among the records above, which one has the lowest total energy?
A: C30H45AsN4O3Tc